Density functional theory data (ωB97M-V with the def2-TZVPD basis set) for a 7-piece molecular cluster, C54H55F6N2O overall at a distorted geometry.

Geometry as XYZ:
```
118
Properties=species:S:1:pos:R:3:forces:R:3
C 4.246869 -1.727921 1.363263 0.29 0.28 -0.20
C 4.652988 -0.701667 2.197153 -0.23 -0.18 0.15
C 4.767577 0.792624 1.851810 1.66 -1.75 -0.47
C 4.004927 1.244054 0.580029 1.64 2.81 0.81
N 4.678021 1.191215 -0.731509 -0.02 -2.06 0.26
C 5.959184 0.465927 -0.735804 0.51 -0.37 -0.51
C 3.785699 0.753525 -1.796173 -0.39 0.48 -0.69
C 3.605053 -0.741885 -2.098260 -0.36 0.45 0.37
O 3.184362 1.588116 -2.434357 0.30 -0.60 0.73
C 3.844434 2.788694 0.812431 -0.15 0.23 0.40
C 2.491525 2.976749 1.580554 1.69 -0.95 -2.01
C 1.818825 1.649824 1.189260 -1.60 1.91 1.40
C 0.346609 1.577179 1.502590 0.02 -0.87 -0.98
C -0.454490 0.579498 0.663600 -0.26 0.53 0.23
C -0.094352 -0.748181 0.416008 0.55 0.10 0.26
C -0.913053 -1.570195 -0.318784 -0.43 -0.70 -0.37
C -2.140029 -1.138652 -0.834144 -0.60 0.43 -0.42
C -3.043763 -2.093593 -1.602107 0.16 -0.48 0.80
C -2.517407 0.185990 -0.628553 1.38 0.74 1.25
C -1.649212 1.044817 0.142484 -1.46 -0.91 -1.09
N 2.593799 0.777585 0.666306 0.37 0.58 -0.35
H 3.276733 -2.234682 1.465474 1.20 -1.28 1.41
H 4.927068 -2.119702 0.592249 -1.08 1.32 -1.13
H 4.883713 -0.962551 3.246201 -1.89 0.61 0.16
H 5.823363 1.118340 1.866326 -0.46 0.30 -0.27
H 4.300686 1.326336 2.698427 0.08 -0.38 -0.20
H 6.707473 0.951468 -0.093710 -0.44 -0.04 -0.11
H 5.896667 -0.599427 -0.476669 -0.07 0.33 0.06
H 6.386397 0.510785 -1.751208 -0.28 0.09 0.30
H 4.338779 -1.046311 -2.857538 -0.26 -0.09 0.27
H 3.683613 -1.367394 -1.196490 0.39 0.19 -0.32
H 2.577446 -0.860039 -2.473583 0.47 0.07 -0.23
H 3.893442 3.248197 -0.182740 -0.73 -0.04 0.29
H 4.695685 3.257213 1.330122 -0.18 -0.61 0.05
H 2.062980 3.865378 1.097895 -0.75 -0.44 0.70
H 2.602944 3.068395 2.667756 -0.23 0.03 -0.26
H 0.186873 1.420822 2.585877 0.35 0.02 -0.29
H -0.050353 2.582509 1.291144 0.19 -0.28 0.21
H 0.834060 -1.164704 0.818404 -0.37 -0.02 0.07
H -0.658742 -2.617829 -0.499299 0.18 0.33 0.16
H -2.908519 -3.104057 -1.177228 0.02 0.27 -0.31
H -2.806875 -2.150230 -2.671851 -0.17 0.17 0.24
H -4.104860 -1.861190 -1.429871 0.36 0.16 -0.35
H -3.454522 0.600182 -1.000802 0.29 -0.26 0.04
H -1.984738 2.071835 0.305831 0.25 -0.29 0.00
H 2.286512 -0.137306 0.347909 0.00 0.13 0.10
F -7.299696 -3.672615 -4.472678 0.11 -0.07 -0.07
C -6.197518 -4.446438 -4.523861 0.33 -0.24 -0.05
C -5.820446 -5.006088 -5.728431 -0.13 0.05 -0.23
C -4.682021 -5.798344 -5.777676 0.01 0.04 0.21
C -3.943243 -6.028550 -4.623604 0.08 -0.04 -0.03
C -4.339585 -5.461863 -3.419695 -0.02 0.00 -0.21
C -5.471394 -4.660599 -3.369963 -0.06 0.14 0.30
H -6.413328 -4.821728 -6.614846 -0.01 0.02 0.03
H -4.371304 -6.237059 -6.716644 -0.04 0.01 0.01
H -3.058178 -6.650496 -4.664334 -0.03 0.00 0.00
H -3.766998 -5.644230 -2.519247 -0.03 0.01 0.00
H -5.791614 -4.203549 -2.442133 -0.05 -0.02 -0.02
F -2.070484 3.143872 3.304888 0.10 -0.02 -0.04
C -3.272545 2.687857 3.737284 -0.42 -0.14 0.16
C -3.791492 1.538225 3.179707 0.22 -0.18 -0.24
C -5.017663 1.063818 3.622810 -0.03 0.16 0.13
C -5.711253 1.752767 4.608953 -0.07 -0.03 0.02
C -5.176125 2.912310 5.155744 0.03 -0.16 -0.13
C -3.944374 3.382589 4.721693 0.14 0.26 0.10
H -3.236295 1.020895 2.406830 -0.01 0.00 0.02
H -5.431842 0.158518 3.198703 0.03 0.02 -0.02
H -6.669819 1.385277 4.951487 0.02 0.02 0.00
H -5.718379 3.451340 5.921203 0.04 0.00 -0.01
H -3.507166 4.279192 5.141793 0.00 0.00 -0.03
F 6.892639 -2.615852 -0.673488 -0.11 -0.09 -0.06
C 8.087186 -2.544846 -0.039212 0.58 0.03 0.31
C 8.146569 -1.999465 1.228577 -0.28 0.11 0.05
C 9.370422 -1.930602 1.879904 0.06 -0.04 -0.14
C 10.517236 -2.396695 1.252976 0.08 0.01 0.05
C 10.441176 -2.937030 -0.023508 -0.09 0.07 0.13
C 9.218059 -3.017226 -0.673602 -0.09 -0.11 -0.32
H 7.241976 -1.633533 1.698929 -0.01 -0.05 0.00
H 9.428566 -1.512605 2.876429 -0.03 0.00 -0.02
H 11.471280 -2.338579 1.760371 -0.02 -0.01 -0.01
H 11.335621 -3.296811 -0.514327 -0.04 -0.02 -0.01
H 9.138885 -3.443197 -1.665517 -0.02 0.01 0.01
F 6.843084 2.163531 4.730725 0.00 -0.02 -0.08
C 5.837887 2.205124 5.629441 -0.26 0.04 0.27
C 4.947838 1.151640 5.689783 -0.01 -0.20 -0.22
C 3.913892 1.186455 6.615440 0.02 0.19 0.03
C 3.779214 2.279615 7.460902 -0.07 0.02 0.05
C 4.680732 3.334524 7.384192 -0.05 -0.18 -0.09
C 5.721434 3.296992 6.466127 0.16 0.22 -0.02
H 5.066602 0.311976 5.017325 0.06 -0.02 0.06
H 3.214731 0.362394 6.676704 0.03 0.00 -0.01
H 2.971291 2.309181 8.180357 0.03 0.00 -0.01
H 4.573351 4.187885 8.040540 0.04 -0.01 -0.01
H 6.438086 4.105103 6.398082 0.01 -0.03 -0.02
F -2.861184 2.754282 -1.899919 -0.09 0.18 -0.07
C -2.098398 3.077817 -2.969105 0.29 0.09 -0.35
C -2.640801 3.850511 -3.975433 -0.29 0.09 0.03
C -1.852894 4.184487 -5.068011 0.16 -0.11 0.09
C -0.540764 3.734167 -5.143780 0.01 0.03 -0.06
C -0.012392 2.953450 -4.124413 -0.09 0.08 -0.08
C -0.793869 2.625764 -3.025189 0.07 -0.13 0.22
H -3.667470 4.185238 -3.901802 0.02 -0.01 0.03
H -2.262892 4.795924 -5.860875 -0.03 -0.02 0.03
H 0.069806 3.992958 -5.999151 -0.01 -0.01 0.02
H 1.008768 2.598668 -4.184243 -0.01 0.00 0.06
H -0.398018 2.024494 -2.216037 -0.03 -0.03 -0.02
F -13.186893 0.148591 -2.744898 -0.03 0.02 0.01
C -12.056141 -0.543929 -2.972271 0.29 -0.19 -0.06
C -10.920050 -0.235210 -2.250086 0.02 0.19 0.20
C -9.755724 -0.953982 -2.482686 -0.16 -0.09 -0.16
C -9.738537 -1.962141 -3.438192 0.12 -0.03 0.03
C -10.888937 -2.255871 -4.158401 0.04 0.13 0.14
C -12.058368 -1.546915 -3.921940 -0.20 -0.06 -0.14
H -10.951250 0.559111 -1.515471 -0.05 -0.01 -0.01
H -8.860382 -0.726785 -1.918105 -0.03 0.03 0.00
H -8.829631 -2.517754 -3.620448 -0.13 0.08 0.04
H -10.875487 -3.038507 -4.905853 -0.02 0.01 0.02
H -12.966876 -1.767188 -4.467244 0.00 0.04 0.02
```
Forces are in eV/Å.

Values from the calculation:
- relative energy (zero: lowest compared OMol25 entry of this formula, charge and spin) (eV) = 0.000
- HOMO-LUMO gap (eV) = 6.85
- E_LUMO (Ha) = -0.1230
- charge = +1
- max |F| (eV Å⁻¹) = 3.35
- HOMO energy (eV) = -10.20

Atom charges from the Löwdin analysis, given in e for atoms 1 to 5: -0.02, -0.11, -0.11, -0.37, -0.05

Density functional theory data (ωB97M-V with the def2-TZVPD basis set) for the molecule C17H18F2N2O4 at a distorted geometry.

Geometry as XYZ:
```
43
Properties=species:S:1:pos:R:3:forces:R:3
C -3.747901 -0.289122 4.233510 -0.05 -0.05 0.08
H -2.886141 -0.271647 4.897362 -0.06 -0.05 0.06
O -3.347228 0.326093 3.038820 0.09 0.14 -0.23
C -4.370501 0.373017 2.072391 -0.13 -0.01 -0.25
C -3.840883 1.022755 0.797243 0.17 -0.02 0.37
C -3.284602 2.432032 1.017833 -0.02 -0.14 -0.18
C -2.376770 2.626076 -0.187815 0.05 0.51 -0.04
N -1.853658 1.295447 -0.445301 0.02 0.19 -0.01
C -0.708715 1.148792 -1.128298 -0.41 0.28 0.14
O -0.105706 2.101748 -1.602522 0.22 -0.12 -0.12
C -0.173553 -0.224836 -1.300582 0.68 -0.85 -0.27
N -0.751121 -1.342743 -0.934908 -0.78 0.64 0.34
O 0.074423 -2.356756 -1.274677 0.64 -0.43 -0.25
C 1.176419 -1.857139 -1.857997 0.07 1.07 -0.20
C 1.081963 -0.498197 -1.909931 -0.07 -0.68 0.00
H 1.766339 0.220912 -2.305793 0.18 0.12 -0.09
C 2.238316 -2.809631 -2.302203 -0.39 -0.47 0.07
O 3.426603 -2.156159 -2.686347 -0.06 0.00 -0.03
C 4.114365 -1.388922 -1.796417 0.31 0.26 0.24
C 3.942165 -1.324236 -0.413432 0.05 -0.03 -0.08
C 4.721220 -0.502455 0.381788 0.13 0.12 -0.14
C 5.702467 0.264301 -0.212787 -0.17 -0.19 -0.13
C 5.916633 0.223503 -1.579592 0.05 0.09 0.23
C 5.122132 -0.596075 -2.352586 -0.28 -0.20 0.21
H 5.258342 -0.648242 -3.420408 0.01 0.00 -0.14
H 6.689179 0.829928 -2.022928 0.09 0.07 -0.03
F 6.466435 1.060395 0.557226 -0.02 -0.01 -0.01
H 4.555703 -0.474374 1.446329 -0.02 0.00 0.11
F 3.006064 -2.070240 0.220243 0.13 0.02 -0.12
H 1.910630 -3.334728 -3.206564 0.04 0.06 0.18
H 2.411708 -3.557673 -1.517858 -0.01 0.13 -0.16
C -2.640001 0.271578 0.208677 -0.34 -0.59 0.24
H -2.932936 -0.505298 -0.499204 -0.05 0.05 0.16
H -2.061817 -0.196067 1.011060 -0.10 -0.04 -0.09
H -1.549881 3.318074 -0.017656 -0.12 -0.03 -0.05
H -2.939916 2.976214 -1.061256 0.06 0.06 0.06
H -4.064347 3.188054 1.078620 -0.01 0.06 0.04
H -2.703138 2.438969 1.939128 0.02 0.06 0.02
H -4.654622 1.056014 0.066872 0.01 -0.01 0.02
H -4.725114 -0.645999 1.849561 -0.01 0.07 0.06
H -5.224998 0.952902 2.457106 0.05 -0.08 -0.04
H -4.580688 0.251740 4.700822 0.03 -0.03 0.01
H -4.056868 -1.328007 4.062471 0.01 0.02 0.03
```
Forces are in eV/Å.

Values from the calculation:
- relative energy (zero: lowest compared OMol25 entry of this formula, charge and spin) (eV) = 0.053
- HOMO-LUMO gap (eV) = 9.65
- E_LUMO (Ha) = 0.0292
- max |F| (eV Å⁻¹) = 1.12
- HOMO energy (eV) = -8.86

Atom charges from the Löwdin analysis, given in e for atoms 1 to 5: -0.11, 0.09, -0.20, -0.21, -0.26

Density functional theory data (ωB97M-V with the def2-TZVPD basis set) for the molecule C15H14O4.

Geometry as XYZ:
```
33
Properties=species:S:1:pos:R:3:forces:R:3
C -3.045373 -0.488324 1.765836 -0.11 -0.07 0.01
C -3.837790 -0.615270 0.489438 -0.33 0.02 0.71
O -5.032855 -0.662699 0.435831 0.15 0.02 -0.08
O -3.130090 -0.686784 -0.661675 0.18 0.01 -0.66
C -1.751308 -0.567972 -0.666438 0.47 -0.33 0.05
C -0.983212 -1.690637 -0.809317 -0.51 0.45 0.04
C 0.422279 -1.622953 -0.807012 0.54 0.50 0.03
C 1.016875 -0.393608 -0.656611 -0.41 -0.42 0.17
C 0.259237 0.800567 -0.562506 -0.13 -0.12 -0.05
C 0.861489 2.071413 -0.462752 0.03 0.18 0.02
C 0.097117 3.202064 -0.382260 0.27 -0.09 -0.01
C -1.301986 3.117936 -0.403799 -0.27 -0.13 0.01
C -1.917193 1.900579 -0.499310 -0.07 0.18 0.00
C -1.156217 0.716951 -0.575913 0.15 -0.12 -0.07
H -2.994800 1.830971 -0.532967 -0.07 0.03 -0.01
H -1.890826 4.021105 -0.349137 -0.08 0.05 0.00
H 0.568561 4.170619 -0.308505 0.07 0.06 0.00
H 1.939035 2.141431 -0.462994 0.06 0.03 0.01
O 2.410887 -0.304047 -0.582898 -0.39 0.02 -0.65
C 2.938411 -0.176966 0.650644 0.30 -0.01 0.64
O 2.285415 -0.168749 1.656954 0.06 -0.01 -0.14
C 4.435906 -0.049362 0.579177 -0.12 -0.04 -0.06
H 4.788255 -0.239225 -0.429654 0.08 0.01 0.00
H 4.888329 -0.746026 1.280389 -0.01 -0.01 0.03
H 4.715456 0.957546 0.882742 0.01 0.05 0.01
C 1.213968 -2.885217 -0.949767 0.06 0.04 0.05
H 0.983113 -3.569460 -0.134725 0.02 -0.08 0.04
H 0.954722 -3.378427 -1.885348 0.02 -0.08 -0.05
H 2.280791 -2.680603 -0.946205 0.02 -0.08 -0.02
H -1.463604 -2.653004 -0.902579 -0.11 -0.09 -0.01
H -2.584026 0.496697 1.818947 0.07 0.01 0.00
H -3.716312 -0.613829 2.610322 -0.04 0.00 -0.07
H -2.254252 -1.234707 1.802097 0.07 0.02 0.04
```
Forces are in eV/Å.

Values from the calculation:
- relative energy (zero: lowest compared OMol25 entry of this formula, charge and spin) (eV) = 0.000
- HOMO-LUMO gap (eV) = 8.70
- E_LUMO (Ha) = 0.0085
- max |F| (eV Å⁻¹) = 0.78
- HOMO energy (eV) = -8.47

Atom charges from the Löwdin analysis, given in e for atoms 1 to 5: 0.03, -0.51, 0.12, 0.07, -0.21

Density functional theory data (ωB97M-V with the def2-TZVPD basis set) for a 2-piece molecular cluster, CH4N2O3 overall at a distorted geometry.

Geometry as XYZ:
```
10
Properties=species:S:1:pos:R:3:forces:R:3
C -0.875275 0.569597 2.523975 -1.44 0.80 1.13
N -1.240056 -0.561528 2.329724 -1.09 1.69 2.01
N 0.549769 0.842163 -0.674050 0.93 -1.12 -0.31
O 0.471205 -0.345928 0.156601 -1.26 0.99 -0.94
O 0.034705 0.515169 -1.988573 -1.95 2.09 2.47
O -0.835505 1.675873 2.904717 0.82 -0.25 -0.58
H -0.143033 1.392487 -0.238718 -1.24 0.92 0.10
H 1.363871 -0.625505 0.157125 1.54 -0.52 0.14
H -0.849623 -1.177072 1.732489 1.43 -2.27 -2.29
H 0.689946 -0.090759 -2.158837 2.26 -2.33 -1.73
```
Forces are in eV/Å.

Values from the calculation:
- relative energy (zero: lowest compared OMol25 entry of this formula, charge and spin) (eV) = 1.453
- HOMO-LUMO gap (eV) = 10.80
- E_LUMO (Ha) = 0.0178
- max |F| (eV Å⁻¹) = 3.78
- HOMO energy (eV) = -10.31

Atom charges from the Löwdin analysis, given in e for atoms 1 to 5: -0.41, 0.21, -0.06, -0.07, -0.01